1 | Here is one molecule with the formula C3H4N4 from the Open Molecules 2025 dataset. Energies are from ωB97M-V with the def2-TZVPD basis set.

XYZ file:
```
11
C3H4N4 | the Open Molecules 2025 dataset | ωB97M-V with the def2-TZVPD basis set
C 1.984 -0.840 1.017
N 1.109 -0.026 1.295
C -0.113 0.152 0.135
N -0.289 -0.531 -0.935
C -1.499 0.021 -1.453
N -1.875 1.063 -0.796
N -1.107 1.097 0.245
H 2.771 -0.934 1.789
H 2.056 -1.754 0.312
H -1.935 -0.262 -2.399
H -1.102 2.014 0.790
```

**LUMO**: 0.96 eV
**Orbital gap**: 11.0 eV
**SMILES**: C=Nc1ncn[nH]1
**Highest occupied orbital energy**: -0.3696 Ha
**2S+1**: 1

***

2 | Here is one molecule with the formula C3H4N4 from the Open Molecules 2025 dataset. Energies are from ωB97M-V with the def2-TZVPD basis set.

XYZ file:
```
11
C3H4N4 | the Open Molecules 2025 dataset | ωB97M-V with the def2-TZVPD basis set
N -0.004 0.839 1.882
C 0.040 0.289 0.585
C -0.635 -0.994 0.035
N -0.619 -1.259 -1.270
C 0.202 -0.459 -2.001
N 0.944 0.514 -1.519
N 0.933 0.832 -0.217
H -0.458 0.353 2.646
H 0.869 1.265 2.200
H -1.514 -0.700 0.738
H 0.255 -0.666 -3.073
```

**LUMO**: -0.59 eV
**Orbital gap**: 8.3 eV
**SMILES**: Nc1cncnn1
**Highest occupied orbital energy**: -0.3254 Ha
**2S+1**: 1

***

Which one sits at the top of the stability order? 1 does.

***

1 | Here is one molecule with the formula C3H4N4 from the Open Molecules 2025 dataset. Energies are from ωB97M-V with the def2-TZVPD basis set.

XYZ file:
```
11
C3H4N4 | the Open Molecules 2025 dataset | ωB97M-V with the def2-TZVPD basis set
N 2.539 -0.256 0.047
C 1.258 -0.167 0.044
N 0.686 1.097 -0.071
C -0.614 1.123 0.004
N -1.403 0.028 0.154
C -0.824 -1.217 -0.078
N 0.451 -1.363 -0.025
H 2.954 0.657 0.089
H -1.208 1.983 -0.123
H -2.362 0.209 -0.057
H -1.477 -2.094 0.018
```

**LUMO**: 0.33 eV
**Orbital gap**: 9.3 eV
**SMILES**: N=c1nc[nH]cn1
**Highest occupied orbital energy**: -0.3310 Ha
**2S+1**: 1

***

2 | Here is one molecule with the formula C3H4N4 from the Open Molecules 2025 dataset. Energies are from ωB97M-V with the def2-TZVPD basis set.

XYZ file:
```
11
C3H4N4 | the Open Molecules 2025 dataset | ωB97M-V with the def2-TZVPD basis set
N -1.170 1.161 -0.968
C -0.693 0.120 -0.292
C -0.254 -1.122 -0.709
N 0.900 -1.558 -0.336
C 1.569 -0.618 0.478
N 0.950 0.159 1.295
N -0.532 0.169 1.109
H -1.134 1.136 -1.975
H -1.460 2.003 -0.494
H 2.653 -0.660 0.542
H -0.829 -0.789 1.349
```

**LUMO (spin up / spin down)**: -0.23 / -0.23 eV
**Orbital gap (spin up / spin down)**: 7.9 / 7.9 eV
**SMILES**: NC1=C=NC=NN1
**Highest occupied orbital energy (spin up / spin down)**: -0.2970 / -0.2971 Ha
**2S+1**: 1

***

3 | Here is one molecule with the formula C3H4N4 from the Open Molecules 2025 dataset. Energies are from ωB97M-V with the def2-TZVPD basis set.

XYZ file:
```
11
C3H4N4 | the Open Molecules 2025 dataset | ωB97M-V with the def2-TZVPD basis set
N 1.701 0.094 -0.882
C 0.534 -0.179 -0.260
C 0.124 0.572 0.862
N -1.144 0.739 1.176
C -1.926 0.134 0.240
N -1.519 -0.953 -0.383
N -0.218 -1.237 -0.507
H 2.158 0.962 -0.637
H 2.297 -0.672 -1.141
H 0.951 0.114 1.454
H -2.959 0.427 0.078
```

**LUMO**: 0.18 eV
**Orbital gap**: 9.3 eV
**SMILES**: Nc1cncnn1
**Highest occupied orbital energy**: -0.3355 Ha
**2S+1**: 1

***

4 | Here is one molecule with the formula C3H4N4 from the Open Molecules 2025 dataset. Energies are from ωB97M-V with the def2-TZVPD basis set.

XYZ file:
```
11
C3H4N4 | the Open Molecules 2025 dataset | ωB97M-V with the def2-TZVPD basis set
H -2.546 1.217 0.275
N -2.633 0.226 0.181
C -1.561 -0.495 -0.031
N -0.223 -0.165 -0.162
N 0.231 1.078 -0.175
C 1.632 0.900 0.064
C 1.929 -0.484 0.158
N 0.766 -1.111 -0.056
H -1.563 -1.626 -0.324
H 2.229 1.771 -0.005
H 2.893 -1.081 0.387
```

**LUMO**: -0.05 eV
**Orbital gap**: 10.0 eV
**SMILES**: [H]/N=C\n1nccn1
**Highest occupied orbital energy**: -0.3694 Ha
**2S+1**: 1

***

Which one sits at the top of the stability order? 1 does.

***

1 | Here is one molecule with the formula C3H4N4 from the Open Molecules 2025 dataset. Energies are from ωB97M-V with the def2-TZVPD basis set.

XYZ file:
```
11
C3H4N4 | the Open Molecules 2025 dataset | ωB97M-V with the def2-TZVPD basis set
N 1.846 -0.133 -0.687
C 0.533 -0.154 -0.311
C 0.067 0.799 0.659
N -1.187 0.819 0.990
C -1.958 -0.132 0.314
N -1.570 -1.028 -0.575
N -0.249 -1.042 -0.896
H 2.518 0.284 -0.065
H 2.160 -0.925 -1.226
H 0.792 1.493 1.101
H -2.953 0.020 0.697
```

**LUMO**: 0.15 eV
**Orbital gap**: 9.4 eV
**SMILES**: Nc1cncnn1
**Highest occupied orbital energy**: -0.3410 Ha
**2S+1**: 1

***

2 | Here is one molecule with the formula C3H4N4 from the Open Molecules 2025 dataset. Energies are from ωB97M-V with the def2-TZVPD basis set.

XYZ file:
```
11
C3H4N4 | the Open Molecules 2025 dataset | ωB97M-V with the def2-TZVPD basis set
H -2.352 -1.382 -0.328
N -2.620 -0.282 0.076
C -1.581 0.431 0.003
N -0.180 0.110 -0.134
C 0.670 1.186 0.067
N 1.889 0.505 -0.014
N 1.750 -0.852 0.037
C 0.524 -1.073 -0.046
H -1.536 1.520 -0.035
H 0.268 2.309 0.070
H 0.058 -2.084 0.395
```

**LUMO**: 0.36 eV
**Orbital gap**: 10.3 eV
**SMILES**: [H]/N=C\n1cnnc1
**Highest occupied orbital energy**: -0.3644 Ha
**2S+1**: 1

***

Which one sits at the top of the stability order? 1 does.

***

1 | Here is one molecule with the formula C3H4N4 from the Open Molecules 2025 dataset. Energies are from ωB97M-V with the def2-TZVPD basis set.

XYZ file:
```
11
C3H4N4 | the Open Molecules 2025 dataset | ωB97M-V with the def2-TZVPD basis set
N -0.900 -1.652 -0.169
C -0.433 -0.421 0.048
C 0.908 0.003 0.125
N 1.348 1.105 1.023
C 0.675 1.512 -0.072
N -0.732 1.731 0.231
N -1.349 0.631 0.227
H -0.344 -2.431 0.155
H -1.906 -1.766 -0.188
H 1.701 -0.582 -0.349
H 1.033 1.870 -1.032
```

**LUMO (spin up / spin down)**: -0.87 / -0.88 eV
**Orbital gap (spin up / spin down)**: 7.0 / 7.0 eV
**Highest occupied orbital energy (spin up / spin down)**: -0.2898 / -0.2894 Ha
**2S+1**: 1

***

2 | Here is C3H4N4 as an isolated structure from the Open Molecules 2025 dataset. Energies are from ωB97M-V with the def2-TZVPD basis set.

XYZ file:
```
11
C3H4N4 | the Open Molecules 2025 dataset | ωB97M-V with the def2-TZVPD basis set
C 1.566 0.780 -0.054
C 1.606 -0.733 0.084
C 0.112 0.645 -0.031
H 1.860 1.557 0.742
H 1.850 0.991 -1.007
H 1.991 -1.147 1.029
H 2.227 -1.252 -0.672
N 0.090 -0.641 -0.033
N -1.138 -1.082 -0.060
N -1.804 0.019 0.039
N -1.095 1.089 0.042
```

**LUMO**: 0.62 eV
**Orbital gap**: 10.8 eV
**Highest occupied orbital energy**: -0.3731 Ha
**2S+1**: 1

***

Which one sits at the top of the stability order? 2 does.

***

1 | Here is a 10-piece molecular cluster, H20O10 overall from the Open Molecules 2025 dataset. Energies are from ωB97M-V with the def2-TZVPD basis set.

XYZ file:
```
30
H20O10 | the Open Molecules 2025 dataset | ωB97M-V with the def2-TZVPD basis set
O 3.237 -1.265 1.024
H 4.171 -1.040 0.989
H 2.916 -1.275 0.103
O -2.882 0.345 -3.191
H -3.187 0.232 -2.298
H -3.592 0.709 -3.727
O 0.774 -2.063 3.394
H 1.228 -1.250 3.172
H 1.355 -2.794 3.147
O 0.494 1.272 -2.899
H 0.824 0.845 -3.714
H -0.441 1.255 -3.083
O 0.503 -1.027 -0.632
H 0.191 -0.848 -1.558
H -0.285 -1.219 -0.118
O 2.276 1.857 -0.524
H 2.386 1.629 0.378
H 1.688 1.208 -0.901
O -0.381 1.848 0.739
H -0.672 0.997 0.481
H 0.358 1.819 0.134
O -1.704 -2.359 0.769
H -1.472 -2.192 1.694
H -2.539 -1.936 0.663
O 1.849 0.717 2.501
H 1.313 1.482 2.210
H 2.102 0.135 1.719
O -3.317 0.627 -0.236
H -2.978 1.394 0.219
H -4.215 0.899 -0.457
```

**LUMO**: -0.04 eV
**Orbital gap**: 10.9 eV
**SMILES**: O.O.O.O.O.O.O.O.O.O
**Highest occupied orbital energy**: -0.4020 Ha
**2S+1**: 1

***

2 | Here is a 10-piece molecular cluster, H20O10 overall from the Open Molecules 2025 dataset. Energies are from ωB97M-V with the def2-TZVPD basis set.

XYZ file:
```
30
H20O10 | the Open Molecules 2025 dataset | ωB97M-V with the def2-TZVPD basis set
O -0.135 2.434 0.238
H 0.401 3.035 -0.308
H 0.289 2.551 1.138
O 1.661 1.668 2.314
H 2.257 2.500 2.734
H 2.232 1.162 1.675
O 1.584 -0.559 -3.346
H 1.134 -0.649 -2.500
H 1.387 -1.466 -3.579
O -1.638 -2.843 1.194
H -2.315 -2.275 0.722
H -0.779 -2.454 1.668
O 1.144 -1.666 1.782
H 1.827 -1.916 1.211
H 1.094 -2.361 2.407
O -1.512 -0.939 -2.817
H -0.840 -0.746 -2.110
H -1.203 -0.245 -3.328
O -3.301 -1.216 -0.413
H -4.081 -0.836 -0.969
H -2.614 -0.703 -0.848
O 2.926 -0.787 -0.482
H 3.720 -1.210 -0.758
H 3.293 -0.210 0.182
O -0.437 -0.160 -0.293
H 0.449 -0.416 0.321
H -0.430 0.808 0.043
O -2.263 3.461 1.258
H -1.494 3.236 1.001
H -2.359 2.806 1.872
```

**LUMO**: -0.65 eV
**Orbital gap**: 9.1 eV
**SMILES**: O.O.O.O.O.O.O.O.O.O
**Highest occupied orbital energy**: -0.3576 Ha
**2S+1**: 1

***

Which one sits at the top of the stability order? 1 does.

***

1 | Here is a 10-piece molecular cluster, H20O10 overall from the Open Molecules 2025 dataset. Energies are from ωB97M-V with the def2-TZVPD basis set.

XYZ file:
```
30
H20O10 | the Open Molecules 2025 dataset | ωB97M-V with the def2-TZVPD basis set
O 3.445 -0.566 1.001
H 3.255 -0.080 0.210
H 3.852 0.129 1.449
O -0.391 0.684 0.150
H -0.778 -0.115 -0.184
H 0.550 0.597 -0.012
O -0.933 1.978 2.552
H -1.071 1.306 1.850
H -0.857 1.424 3.314
O -3.225 -2.038 1.060
H -2.295 -2.263 0.915
H -3.837 -2.516 0.531
O 1.068 -2.826 -2.192
H 0.887 -3.144 -3.088
H 0.414 -2.262 -1.893
O -2.542 2.212 -1.324
H -2.612 3.122 -1.118
H -2.950 1.689 -0.631
O 0.290 3.083 -0.833
H 1.179 3.021 -0.572
H -0.069 2.386 -0.308
O 1.165 -0.671 2.515
H 1.546 -0.060 3.087
H 1.727 -0.745 1.767
O 2.047 0.293 -1.280
H 1.420 0.117 -2.017
H 2.415 1.132 -1.469
O -0.959 -1.687 -1.055
H -1.576 -1.697 -1.838
H -1.164 -2.504 -0.588
```

**LUMO**: -0.33 eV
**Orbital gap**: 10.1 eV
**SMILES**: O.O.O.O.O.O.O.O.O.O
**Highest occupied orbital energy**: -0.3844 Ha
**2S+1**: 1

***

2 | Here is a 10-piece molecular cluster, H20O10 overall from the Open Molecules 2025 dataset. Energies are from ωB97M-V with the def2-TZVPD basis set.

XYZ file:
```
30
H20O10 | the Open Molecules 2025 dataset | ωB97M-V with the def2-TZVPD basis set
O 1.662 -1.607 -1.389
H 1.270 -1.235 -2.175
H 1.405 -0.986 -0.746
O 0.944 2.040 2.145
H 1.840 2.196 2.426
H 1.024 1.479 1.401
O 0.391 0.045 0.249
H -0.083 -0.695 0.715
H -0.317 0.494 -0.308
O -1.165 1.622 -3.922
H -1.231 1.586 -2.932
H -1.943 1.123 -4.201
O 0.777 -4.288 0.576
H 0.354 -4.554 1.392
H 0.873 -3.331 0.722
O 1.839 -2.145 2.019
H 1.431 -1.714 2.792
H 2.554 -1.464 1.862
O -2.215 2.168 1.152
H -1.777 2.853 0.710
H -3.148 2.221 1.017
O 1.207 2.322 -1.732
H 1.373 3.187 -2.125
H 1.883 2.268 -1.106
O -0.964 -1.843 1.330
H -1.952 -1.868 1.298
H -0.769 -2.042 2.237
O -1.662 0.959 -1.381
H -1.881 1.212 -0.501
H -1.713 -0.015 -1.522
```

**LUMO**: -0.24 eV
**Orbital gap**: 10.0 eV
**SMILES**: O.O.O.O.O.O.O.O.O.O
**Highest occupied orbital energy**: -0.3782 Ha
**2S+1**: 1

***

Which one sits at the top of the stability order? 2 does.